1.
Computed, not measured: a structure of composition C9H13MgNO2 at a distorted geometry, with ωB97M-V with the def2-TZVPD basis set.

Values from the calculation:
HOMO-LUMO gap = 3.8663 eV
total charge = -2

Positions of all 26 atoms, in Å:
C: -0.44 1.04 -2.36
C: 0.96 1.15 -2.10
C: 1.14 2.01 -0.97
C: -0.15 2.44 -0.54
C: -1.13 1.85 -1.39
Mg: -0.09 -0.03 -0.25
N: -1.50 -1.26 -0.88
C: -0.30 -2.16 -0.84
C: 1.07 -1.64 -1.01
H: 2.09 2.36 -0.58
H: 1.76 0.71 -2.70
H: -0.35 3.17 0.24
H: -2.20 2.04 -1.38
H: -0.90 0.52 -3.20
H: 1.40 -1.61 -2.05
H: -0.34 -3.03 -0.15
H: -2.25 -1.72 -0.37
H: 1.79 -2.04 -0.30
H: -0.62 -2.53 -1.84
C: -0.08 -0.12 3.89
C: 0.18 -0.30 2.41
O: 0.71 -1.34 1.95
O: -0.22 0.69 1.68
H: 0.34 -0.94 4.46
H: -1.16 -0.08 4.05
H: 0.34 0.83 4.22

2.
Computed, not measured: the ion C9H13N2 with charge +1 at a distorted geometry, with ωB97M-V with the def2-TZVPD basis set.

Values from the calculation:
HOMO-LUMO gap (spin up / spin down) = 7.3412 / 7.3516 eV
total charge = +1

Positions of all 24 atoms, in Å:
C: -1.40 1.23 -0.22
C: -0.07 1.64 -0.22
C: 0.16 -0.95 -0.91
C: 0.75 -2.29 -0.94
C: -0.32 -3.20 -0.29
C: -1.60 -2.35 -0.37
C: 0.75 2.78 -0.62
C: 1.08 2.37 1.96
C: 1.17 1.89 0.53
N: -1.88 0.03 -0.27
N: -1.06 -0.99 -0.46
H: 0.93 -2.54 -1.99
H: 1.72 -2.33 -0.45
H: -0.42 -4.15 -0.81
H: -0.07 -3.40 0.75
H: -2.19 -2.57 -1.27
H: -2.25 -2.42 0.50
H: -2.17 2.00 -0.26
H: 1.30 2.71 -1.55
H: 0.35 3.77 -0.44
H: 1.84 3.13 2.12
H: 1.25 1.55 2.65
H: 0.11 2.81 2.18
H: 2.02 1.25 0.36

3.
Computed, not measured: an isolated molecule of C9H13N2PS2 at a distorted geometry, with ωB97M-V with the def2-TZVPD basis set.

Values from the calculation:
HOMO-LUMO gap = 6.0903 eV

Positions of all 27 atoms, in Å:
C: 0.17 0.59 0.91
C: 1.27 -1.53 -0.58
C: 2.61 2.22 -1.52
C: -3.84 -1.93 1.15
C: 3.33 1.60 -0.57
C: -3.17 -0.81 0.86
C: -0.68 -0.48 -2.05
C: 2.63 0.90 0.63
C: -1.95 -0.35 1.55
N: 1.26 0.45 0.27
N: -0.78 -0.33 0.68
P: -0.53 -1.59 -0.51
S: -0.09 1.96 1.86
S: 2.56 -2.44 -0.58
H: 3.17 2.64 -2.38
H: 1.53 2.05 -1.65
H: -4.66 -2.10 0.54
H: -3.59 -2.70 1.88
H: 4.38 1.49 -0.41
H: -3.43 -0.30 -0.09
H: -0.52 -1.10 -2.83
H: 0.15 0.13 -1.74
H: -1.73 0.03 -2.01
H: 2.34 1.69 1.38
H: 3.23 0.15 1.02
H: -1.69 -0.98 2.43
H: -1.98 0.71 1.75

4.
Computed, not measured: an isolated molecule of C9H13N3 at a distorted geometry, with ωB97M-V with the def2-TZVPD basis set.

Values from the calculation:
HOMO-LUMO gap = 8.3453 eV
SMILES = CC1=NN(C)[C@@]2(C)N=CCC=C12

Positions of all 25 atoms, in Å:
C: -1.14 -1.66 -0.02
C: -2.15 0.37 -0.91
C: -0.07 -0.92 0.03
C: 1.37 -0.97 -0.08
C: -2.42 -0.92 -0.15
C: -0.24 0.69 0.26
C: 2.35 -2.12 -0.32
C: -0.68 0.88 1.73
C: 1.28 2.54 -0.60
N: -1.16 1.10 -0.78
N: 1.90 0.19 -0.28
N: 1.05 1.20 -0.01
H: -1.17 -2.73 -0.06
H: -2.73 0.67 -1.74
H: -3.09 -1.52 -0.76
H: -2.91 -0.61 0.73
H: 2.77 -2.16 -1.38
H: 1.96 -3.07 -0.03
H: 3.18 -1.93 0.46
H: 0.22 0.83 2.31
H: -1.25 0.00 1.98
H: -1.26 1.87 1.77
H: 0.79 2.60 -1.52
H: 0.99 3.22 0.14
H: 2.42 2.45 -0.76

5.
Computed, not measured: an isolated molecule of C9H13N3O2 at a distorted geometry, with ωB97M-V with the def2-TZVPD basis set.

Values from the calculation:
HOMO-LUMO gap = 9.5668 eV
SMILES = Cc1[nH]nc2c1[C@@]1(O)O[C@@]1(N)[C@H](C)C2

Positions of all 27 atoms, in Å:
C: 0.32 -0.97 0.00
C: -0.79 -0.96 0.92
C: 0.70 -2.32 -0.05
C: 0.78 0.20 -0.78
C: -1.30 0.41 1.32
C: -1.41 1.27 0.04
C: 0.04 1.44 -0.72
C: 2.06 -2.96 -0.47
C: -2.02 2.63 0.35
N: -1.11 -2.16 1.31
N: -0.19 -2.96 0.72
N: 0.76 2.66 -0.63
O: 2.14 0.25 -0.88
O: 0.03 0.67 -1.95
H: -2.29 0.36 1.75
H: -0.60 0.91 2.06
H: -2.11 0.82 -0.60
H: 2.95 -2.38 0.02
H: 2.22 -3.95 -0.06
H: 2.06 -2.91 -1.58
H: -3.09 2.66 0.02
H: -1.46 3.41 -0.15
H: -1.95 2.76 1.46
H: -0.25 -4.02 0.89
H: 2.40 -0.73 -1.02
H: 0.38 3.46 -1.12
H: 1.72 2.41 -0.85

6.
Computed, not measured: a cluster of 2 separate species, C9H13N3O2S in total at a distorted geometry, with ωB97M-V with the def2-TZVPD basis set.

Values from the calculation:
HOMO-LUMO gap (spin up / spin down) = 8.6066 / 8.4627 eV

Positions of all 28 atoms, in Å:
C: -2.28 0.58 -1.44
C: -2.09 1.35 0.82
C: -0.91 0.67 -1.60
C: -0.72 1.46 0.67
C: -2.89 0.91 -0.23
C: -0.15 1.12 -0.54
C: 4.48 1.39 1.22
C: -4.37 0.80 -0.08
C: 2.36 -1.80 -1.34
N: 4.32 0.29 0.70
N: 1.88 -1.31 -0.07
N: 1.98 -0.07 0.35
O: 2.04 1.00 -2.03
O: 2.08 2.40 -0.02
S: 1.64 1.20 -0.66
H: -2.90 0.24 -2.26
H: -2.55 1.62 1.76
H: -0.43 0.42 -2.53
H: -0.08 1.81 1.46
H: 5.49 1.73 1.47
H: 3.70 2.11 1.44
H: -4.71 -0.19 -0.36
H: -4.68 1.01 0.94
H: -4.87 1.52 -0.74
H: 1.81 -2.71 -1.59
H: 2.19 -1.03 -2.10
H: 3.43 -2.02 -1.30
H: 2.00 -1.97 0.70

Values of energy, in order: -20571.208; -12511.867; -43478.232; -14011.088; -18107.220; -28939.854, all in eV.
Values of energy above the lowest of the compared OMol25 structures with the same formula, charge and spin, in order: 0.0; 555.1; 549.3; 204.8; 109.1; 302.1, all in kJ/mol.